(1)
Computed, not measured: a structure of composition C22H27CaO7, with ωB97M-V/def2-TZVPD.

## Properties
frontier orbital gap = 0.3082 Eh
multiplicity = 1
ΔE to the lowest compared entry with this formula, charge and spin = 0.000 eV
HOMO energy = -10.90 eV
E_tot = -56020.4291 eV
charge = +1

Element x y z (Å)
Ca 0.00 0.10 0.08
C 2.37 -1.53 -1.32
C 1.24 -2.04 -2.19
O 0.00 -1.76 -1.53
C -1.13 -1.85 -2.40
C -2.23 -0.93 -1.88
O -1.76 0.39 -1.59
C -1.39 1.15 -2.74
C -0.55 2.34 -2.29
O 0.41 1.89 -1.35
C 1.81 2.10 -1.53
C 2.48 0.80 -1.94
O 2.17 -0.17 -0.93
H 3.32 -1.67 -1.85
H 2.43 -2.09 -0.38
H 1.36 -3.12 -2.35
H 1.25 -1.55 -3.16
H -1.51 -2.87 -2.45
H -0.83 -1.57 -3.41
H -2.63 -1.31 -0.94
H -3.04 -0.91 -2.62
H -2.28 1.51 -3.26
H -0.81 0.53 -3.43
H -1.16 3.10 -1.81
H -0.08 2.78 -3.17
H 2.20 2.42 -0.56
H 2.02 2.87 -2.27
H 3.56 0.95 -2.00
H 2.11 0.48 -2.92
O -1.05 -0.81 1.97
C -0.65 -0.27 3.28
C 0.54 0.73 3.08
O 1.09 1.11 4.09
O 0.81 1.07 1.86
C -1.81 0.50 3.89
C -2.91 0.88 3.14
C -3.95 1.60 3.72
C -3.87 1.97 5.05
C -2.76 1.61 5.80
C -1.73 0.88 5.23
C -0.23 -1.48 4.11
C 1.09 -1.88 4.20
C 1.42 -3.05 4.86
C 0.43 -3.84 5.43
C -0.90 -3.44 5.34
C -1.22 -2.26 4.69
H -1.71 -1.48 2.17
H -2.98 0.60 2.09
H -4.81 1.88 3.13
H -4.68 2.54 5.50
H -2.69 1.90 6.84
H -0.86 0.61 5.80
H 1.87 -1.25 3.79
H 2.46 -3.35 4.94
H 0.69 -4.75 5.95
H -1.67 -4.04 5.80
H -2.26 -1.94 4.65

(2)
Computed, not measured: a structure of composition C22H27Cl2HfNO2 at a distorted geometry, with ωB97M-V/def2-TZVPD.

## Properties
frontier orbital gap = 0.1594 Eh
multiplicity = 1
HOMO energy = 0.43 eV
E_tot = -55194.7659 eV
charge = -2

Element x y z (Å)
C 2.24 -1.29 -2.34
C 2.86 -1.68 -1.12
C 3.18 -0.51 -0.38
C 3.14 -3.08 -0.71
C 2.81 0.61 -1.17
C 2.25 0.15 -2.39
C 1.73 0.98 -3.50
C 1.58 -2.21 -3.30
C 3.86 -0.47 0.93
C 2.99 2.01 -0.75
Hf -0.88 0.23 -0.96
Cl 0.11 -1.77 0.29
Cl -1.80 -1.57 -2.44
O 0.26 1.78 -0.48
H 2.38 -3.76 -1.14
H 3.15 -3.18 0.38
H 4.14 -3.40 -1.08
H 3.40 -1.16 1.66
H 3.83 0.53 1.37
H 4.91 -0.76 0.84
H 2.87 2.14 0.32
H 2.28 2.69 -1.22
H 4.00 2.34 -1.01
H 1.42 1.97 -3.15
H 0.84 0.54 -3.96
H 2.49 1.13 -4.30
H 1.04 -3.03 -2.79
H 2.35 -2.68 -3.95
H 0.84 -1.71 -3.95
H -0.02 2.72 -0.55
O -1.33 1.34 -2.52
H -1.94 1.06 -3.23
C -5.90 -0.14 0.11
C -4.98 -1.18 -0.09
C -3.66 -1.02 0.32
C -3.22 0.23 0.82
C -4.17 1.26 1.06
C -5.49 1.08 0.68
N -1.84 0.47 0.99
C -1.26 0.62 2.24
C 0.10 1.01 2.37
C 0.67 1.22 3.62
C -0.12 1.06 4.76
C -1.46 0.64 4.66
C -2.02 0.39 3.41
H -6.95 -0.30 -0.13
H -5.27 -2.11 -0.58
H -2.92 -1.84 0.27
H -3.80 2.19 1.51
H -6.20 1.90 0.85
H 0.69 1.16 1.46
H 1.71 1.54 3.69
H 0.29 1.28 5.75
H -2.11 0.52 5.54
H -3.05 0.04 3.29

(3)
Computed, not measured: a structure of composition C22H27Cl2MnOS4 at a distorted geometry, with ωB97M-V/def2-TZVPD.

## Properties
frontier orbital gap (spin up / spin down) = 0.2084 / 0.2040 Eh
expectation value of S² = 6.281
multiplicity = 5
HOMO energy (spin up / spin down) = -13.56 / -13.56 eV
E_tot = -124965.2183 eV
charge = +2

Element x y z (Å)
Mn 0.21 0.27 -1.02
Cl -1.36 -0.39 -0.44
C -1.04 0.27 0.88
C -3.20 -1.58 1.01
C -3.19 -0.74 2.15
C -2.25 -0.41 3.24
C -0.98 0.19 3.22
Cl -0.07 0.35 4.65
C -0.44 0.62 1.99
S 1.11 0.91 1.13
H -4.07 -1.48 0.35
H -4.14 -0.24 2.32
H -2.66 -0.54 4.24
C 3.16 4.31 -0.56
C 3.80 3.36 -1.57
S 3.05 1.69 -1.68
C 2.32 1.71 -3.34
C 1.11 2.62 -3.45
S -0.23 2.07 -2.33
C -0.69 3.64 -1.48
C 0.33 4.12 -0.45
S 1.66 5.15 -1.16
H 3.86 5.12 -0.35
H 2.92 3.81 0.38
H 4.83 3.18 -1.27
H 3.80 3.79 -2.57
H 2.06 0.67 -3.54
H 3.09 2.02 -4.05
H 0.68 2.60 -4.46
H 1.35 3.64 -3.17
H -1.64 3.41 -1.00
H -0.87 4.36 -2.28
H 0.79 3.27 0.04
H -0.19 4.73 0.29
C -2.79 -4.11 2.60
C -1.72 -3.54 1.73
C -2.14 -2.66 0.58
C -0.97 -1.83 0.03
C -1.64 -0.67 -1.89
C 0.33 -2.48 0.02
C 1.35 -2.11 -0.95
O 1.47 -1.02 -1.55
C 0.59 -3.46 0.98
C 1.97 -4.00 1.16
C -0.43 -3.89 1.88
H -3.72 -3.56 2.54
H -2.45 -4.16 3.64
H -2.98 -5.14 2.29
H -2.53 -3.28 -0.22
H -2.66 -0.67 0.00
H -1.76 -0.83 -2.95
H -1.98 0.77 -0.70
H 2.10 -2.86 -1.19
H 2.71 -3.20 1.20
H 2.24 -4.65 0.33
H 2.04 -4.58 2.07
H -0.14 -4.55 2.68

(4)
Computed, not measured: a cluster of 7 separate species, C22H27Cl4N3O6 in total at a distorted geometry, with ωB97M-V/def2-TZVPD.

## Properties
frontier orbital gap = 0.3296 Eh
multiplicity = 1
ΔE to the lowest compared entry with this formula, charge and spin = 1.806 eV
HOMO energy = -9.22 eV
SMILES = C[N+](=O)[O-].C[N+](=O)[O-].C[N+](=O)[O-].ClC(Cl)(Cl)Cl.c1ccccc1.c1ccccc1.c1ccccc1
E_tot = -90086.2134 eV

Element x y z (Å)
C 19.95 21.80 -12.07
N 21.16 22.48 -11.43
O 20.95 23.05 -10.35
O 22.27 22.34 -12.02
H 19.11 22.33 -11.61
H 19.88 20.77 -11.73
H 19.82 21.94 -13.15
C 26.85 19.91 -9.65
N 27.12 18.51 -10.13
O 27.85 18.45 -11.09
O 26.44 17.63 -9.64
H 26.18 19.86 -8.80
H 26.46 20.61 -10.39
H 27.84 20.25 -9.34
C 23.46 14.76 -6.72
N 23.32 15.85 -5.77
O 22.82 15.58 -4.71
O 23.87 16.92 -6.01
H 24.44 14.82 -7.18
H 22.68 14.88 -7.47
H 23.40 13.85 -6.13
Cl 32.49 19.78 -16.73
C 31.08 20.89 -16.65
Cl 30.27 20.83 -18.21
Cl 29.98 20.43 -15.32
Cl 31.74 22.55 -16.40
C 27.93 11.34 -7.82
C 27.95 11.48 -6.41
C 28.07 10.41 -5.55
C 28.11 9.13 -6.14
C 28.03 8.92 -7.50
C 27.96 10.06 -8.36
H 27.83 12.29 -8.32
H 27.80 12.44 -5.94
H 28.06 10.49 -4.47
H 28.27 8.28 -5.50
H 28.05 7.93 -7.92
H 28.01 9.84 -9.42
C 29.90 12.87 -16.63
C 29.34 11.85 -15.93
C 28.54 12.13 -14.84
C 28.32 13.42 -14.42
C 28.98 14.43 -15.11
C 29.74 14.23 -16.26
H 30.64 12.73 -17.41
H 29.52 10.83 -16.22
H 27.98 11.40 -14.27
H 27.73 13.67 -13.56
H 28.79 15.41 -14.70
H 30.37 14.96 -16.74
C 26.57 25.48 -16.23
C 26.37 25.60 -17.61
C 25.85 24.53 -18.38
C 25.44 23.41 -17.76
C 25.60 23.31 -16.37
C 26.10 24.32 -15.61
H 26.99 26.29 -15.66
H 26.49 26.56 -18.09
H 25.78 24.74 -19.44
H 25.07 22.61 -18.38
H 25.31 22.38 -15.92
H 26.23 24.13 -14.56

(5)
Computed, not measured: a structure of composition C22H27Cl9MoO3Si3, with ωB97M-V/def2-TZVPD.

## Properties
frontier orbital gap (spin up / spin down) = 0.2693 / 0.2940 Eh
expectation value of S² = 2.022
multiplicity = 3
ΔE to the lowest compared entry with this formula, charge and spin = 0.000 eV
HOMO energy (spin up / spin down) = -8.48 / -8.54 eV
E_tot = -167589.9296 eV

Element x y z (Å)
Mo 0.11 0.84 0.35
C -2.38 0.46 2.73
O -1.43 -0.01 1.77
Si -1.31 -1.62 1.21
C -3.01 -2.38 1.22
C -0.29 -2.52 2.48
C -0.49 -1.15 -0.36
Si -1.70 -0.58 -1.69
C -0.95 0.18 -3.23
C -2.73 0.78 -0.85
C -2.91 -1.87 -2.30
Si 0.85 -2.33 -0.95
C 0.04 -4.00 -1.25
C 2.23 -2.63 0.29
C 1.65 -1.79 -2.56
H -2.09 0.15 3.73
H -3.37 0.06 2.49
H -2.43 1.55 2.68
H -3.36 -2.52 2.24
H -2.98 -3.37 0.75
H -3.76 -1.79 0.69
H -0.82 -2.49 3.44
H 0.69 -2.06 2.62
H -0.14 -3.57 2.23
H -0.14 0.89 -3.04
H -1.76 0.72 -3.73
H -0.59 -0.58 -3.92
H -2.23 1.57 -0.29
H -3.45 0.33 -0.16
H -3.27 1.32 -1.64
H -2.41 -2.60 -2.95
H -3.68 -1.38 -2.90
H -3.41 -2.42 -1.50
H -0.43 -4.38 -0.34
H 0.78 -4.73 -1.56
H -0.73 -3.95 -2.02
H 1.95 -3.38 1.03
H 2.55 -1.74 0.83
H 3.09 -3.02 -0.25
H 1.00 -1.99 -3.42
H 2.57 -2.37 -2.71
H 1.91 -0.73 -2.59
Cl 6.87 0.79 0.03
C 5.20 1.00 -0.35
C 4.83 1.48 -1.61
Cl 6.03 1.86 -2.79
C 3.48 1.65 -1.93
Cl 2.95 2.21 -3.46
C 2.53 1.33 -0.97
O 1.20 1.43 -1.14
C 2.90 0.86 0.28
O 1.87 0.57 1.09
C 4.24 0.68 0.60
Cl 4.64 0.08 2.16
Cl -1.02 3.67 -1.22
C -0.87 3.83 0.50
C -0.45 2.74 1.25
C -0.23 2.98 2.61
Cl 0.43 1.72 3.61
C -0.49 4.21 3.21
Cl -0.22 4.46 4.89
C -0.97 5.26 2.43
Cl -1.30 6.79 3.14
C -1.14 5.08 1.06
Cl -1.69 6.39 0.08

(6)
Computed, not measured: the ion C22H27ClNO8 with charge -1 at a distorted geometry, with ωB97M-V/def2-TZVPD.

## Properties
frontier orbital gap = 0.2346 Eh
multiplicity = 1
ΔE to the lowest compared entry with this formula, charge and spin = 0.000 eV
HOMO energy = -3.69 eV
SMILES = CCOC(=O)C(Cl)(C(=O)OCC)[C@@H](C1=C([O-])OC(C)(C)OC1=O)c1ccc(N(C)C)cc1
E_tot = -53645.8490 eV
charge = -1

Element x y z (Å)
C -3.33 -1.86 3.79
C -1.92 -2.10 3.34
O -1.51 -0.89 2.66
C -0.19 -0.85 2.40
O 0.56 -1.73 2.79
C 0.26 0.39 1.56
Cl 2.02 0.45 1.67
C -0.24 1.59 2.48
O 0.50 2.42 2.97
O -1.56 1.60 2.71
C -1.97 2.81 3.37
C -3.47 2.81 3.29
C -0.11 0.37 0.14
C 0.17 1.65 -0.58
C -0.02 1.72 -2.03
O -0.61 0.90 -2.71
O 0.47 2.86 -2.65
C 1.15 3.82 -1.83
C 1.25 5.15 -2.59
C 2.53 3.36 -1.42
O 0.35 4.07 -0.66
C -0.29 2.97 -0.11
O -1.28 3.20 0.56
C 0.51 -0.89 -0.57
C 1.40 -0.79 -1.65
C 1.68 -1.91 -2.43
C 1.26 -3.21 -2.05
N 1.52 -4.32 -2.83
C 1.51 -5.68 -2.33
C 1.91 -4.21 -4.22
C 0.53 -3.33 -0.84
C 0.14 -2.18 -0.17
H -3.75 -2.81 4.13
H -3.35 -1.17 4.63
H -3.97 -1.47 2.99
H -1.25 -2.30 4.19
H -1.84 -2.93 2.62
H -1.60 2.80 4.40
H -1.55 3.65 2.82
H -3.85 3.77 3.68
H -3.80 2.70 2.25
H -3.90 2.00 3.90
H -1.21 0.27 0.01
H 0.26 5.49 -2.90
H 1.68 5.91 -1.94
H 1.88 5.05 -3.47
H 2.48 2.42 -0.86
H 3.17 3.24 -2.30
H 2.98 4.13 -0.77
H 1.84 0.16 -1.93
H 2.26 -1.79 -3.35
H 1.20 -5.72 -1.29
H 0.83 -6.29 -2.95
H 2.51 -6.12 -2.42
H 1.42 -3.34 -4.69
H 3.00 -4.11 -4.33
H 1.60 -5.12 -4.74
H 0.23 -4.29 -0.45
H -0.50 -2.34 0.69

(7)
Computed, not measured: the molecule C22H27F2NO3 at a distorted geometry, with ωB97M-V/def2-TZVPD.

## Properties
frontier orbital gap = 0.3368 Eh
multiplicity = 1
ΔE to the lowest compared entry with this formula, charge and spin = 0.183 eV
HOMO energy = -8.51 eV
SMILES = OCC1(CCOc2ccccc2)CCN(Cc2ccccc2OC(F)F)CC1
E_tot = -36319.7303 eV

Element x y z (Å)
O 1.35 3.37 -0.50
C 1.31 2.39 -1.49
C 0.17 1.36 -1.31
C 0.23 0.69 0.08
C 1.59 0.15 0.52
O 2.37 1.22 1.00
C 3.66 0.98 1.40
C 4.25 -0.27 1.47
C 5.56 -0.39 1.90
C 6.29 0.73 2.25
C 5.70 1.98 2.18
C 4.40 2.11 1.76
C 0.25 0.30 -2.43
C -1.14 -0.20 -2.84
N -2.00 -0.21 -1.67
C -3.15 -1.09 -1.75
C -3.62 -1.41 -0.35
C -4.82 -0.94 0.15
C -5.20 -1.22 1.45
C -4.38 -1.97 2.27
C -3.17 -2.46 1.78
C -2.80 -2.18 0.48
O -1.62 -2.65 -0.11
C -0.71 -3.32 0.59
F -0.23 -2.63 1.66
F -1.17 -4.49 1.11
C -2.36 1.14 -1.27
C -1.17 2.09 -1.44
H 1.64 2.93 0.32
H 1.15 2.93 -2.43
H 2.27 1.86 -1.56
H -0.48 -0.13 0.08
H -0.09 1.41 0.84
H 2.10 -0.35 -0.31
H 1.44 -0.58 1.32
H 3.70 -1.16 1.20
H 6.01 -1.37 1.95
H 7.32 0.62 2.58
H 6.27 2.86 2.46
H 3.93 3.08 1.70
H 0.75 0.72 -3.30
H 0.84 -0.55 -2.08
H -1.06 -1.21 -3.23
H -1.56 0.44 -3.64
H -3.98 -0.64 -2.32
H -2.84 -2.01 -2.24
H -5.45 -0.35 -0.48
H -6.14 -0.84 1.83
H -4.66 -2.19 3.29
H -2.55 -3.05 2.43
H 0.14 -3.55 -0.07
H -2.67 1.10 -0.22
H -3.21 1.51 -1.86
H -1.21 2.55 -2.43
H -1.22 2.89 -0.71

(8)
Computed, not measured: a cluster of 2 separate species, C22H27F2OSi in total at a distorted geometry, with ωB97M-V/def2-TZVPD.

## Properties
frontier orbital gap = 0.1729 Eh
multiplicity = 1
ΔE to the lowest compared entry with this formula, charge and spin = 0.698 eV
HOMO energy = -10.50 eV
E_tot = -38606.0725 eV
charge = +1

Element x y z (Å)
C 3.89 -3.07 -1.74
Si 2.33 -2.93 -2.76
C 2.67 -1.95 -4.32
C 1.70 -4.63 -3.20
O 1.16 -2.16 -1.82
C -0.06 -1.95 -2.38
C -1.23 -2.03 -1.72
C -2.51 -1.80 -2.34
C -3.66 -1.97 -1.71
H 4.66 -3.60 -2.30
H 4.26 -2.08 -1.49
H 3.68 -3.62 -0.83
H 3.44 -2.44 -4.90
H 1.77 -1.87 -4.93
H 3.01 -0.95 -4.07
H 2.44 -5.17 -3.78
H 1.49 -5.19 -2.29
H 0.78 -4.55 -3.78
H -0.06 -1.71 -3.44
H -1.21 -2.29 -0.67
H -2.50 -1.49 -3.37
H -4.60 -1.80 -2.19
H -3.70 -2.30 -0.69
C 4.41 0.85 3.56
C 3.01 0.85 3.06
C 2.24 2.00 3.20
F 2.80 3.13 3.70
C 0.93 2.02 2.77
C 0.36 0.91 2.11
C -0.95 0.87 1.57
C -1.94 1.88 1.42
C -1.74 3.26 1.66
C -2.77 4.16 1.58
F -2.57 5.45 1.94
C -4.04 3.75 1.18
C -5.14 4.75 1.08
C -4.24 2.41 0.85
C -3.22 1.50 0.97
C 1.15 -0.25 2.02
C 2.44 -0.28 2.49
H 4.87 -0.14 3.51
H 5.03 1.54 2.98
H 4.45 1.18 4.60
H 0.34 2.88 3.03
H -1.26 -0.10 1.23
H -0.75 3.65 1.81
H -6.06 4.31 0.70
H -5.36 5.18 2.06
H -4.86 5.57 0.43
H -5.21 2.09 0.51
H -3.39 0.46 0.71
H 0.72 -1.13 1.57
H 3.02 -1.18 2.41

Question: The highest E_tot belongs to which entry?
Answer: C22H27F2NO3

Repeat the fourth record exactly.
Computed, not measured: a cluster of 7 separate species, C22H27Cl4N3O6 in total at a distorted geometry, with ωB97M-V/def2-TZVPD.

## Properties
frontier orbital gap = 0.3296 Eh
multiplicity = 1
ΔE to the lowest compared entry with this formula, charge and spin = 1.806 eV
HOMO energy = -9.22 eV
SMILES = C[N+](=O)[O-].C[N+](=O)[O-].C[N+](=O)[O-].ClC(Cl)(Cl)Cl.c1ccccc1.c1ccccc1.c1ccccc1
E_tot = -90086.2134 eV

Element x y z (Å)
C 19.95 21.80 -12.07
N 21.16 22.48 -11.43
O 20.95 23.05 -10.35
O 22.27 22.34 -12.02
H 19.11 22.33 -11.61
H 19.88 20.77 -11.73
H 19.82 21.94 -13.15
C 26.85 19.91 -9.65
N 27.12 18.51 -10.13
O 27.85 18.45 -11.09
O 26.44 17.63 -9.64
H 26.18 19.86 -8.80
H 26.46 20.61 -10.39
H 27.84 20.25 -9.34
C 23.46 14.76 -6.72
N 23.32 15.85 -5.77
O 22.82 15.58 -4.71
O 23.87 16.92 -6.01
H 24.44 14.82 -7.18
H 22.68 14.88 -7.47
H 23.40 13.85 -6.13
Cl 32.49 19.78 -16.73
C 31.08 20.89 -16.65
Cl 30.27 20.83 -18.21
Cl 29.98 20.43 -15.32
Cl 31.74 22.55 -16.40
C 27.93 11.34 -7.82
C 27.95 11.48 -6.41
C 28.07 10.41 -5.55
C 28.11 9.13 -6.14
C 28.03 8.92 -7.50
C 27.96 10.06 -8.36
H 27.83 12.29 -8.32
H 27.80 12.44 -5.94
H 28.06 10.49 -4.47
H 28.27 8.28 -5.50
H 28.05 7.93 -7.92
H 28.01 9.84 -9.42
C 29.90 12.87 -16.63
C 29.34 11.85 -15.93
C 28.54 12.13 -14.84
C 28.32 13.42 -14.42
C 28.98 14.43 -15.11
C 29.74 14.23 -16.26
H 30.64 12.73 -17.41
H 29.52 10.83 -16.22
H 27.98 11.40 -14.27
H 27.73 13.67 -13.56
H 28.79 15.41 -14.70
H 30.37 14.96 -16.74
C 26.57 25.48 -16.23
C 26.37 25.60 -17.61
C 25.85 24.53 -18.38
C 25.44 23.41 -17.76
C 25.60 23.31 -16.37
C 26.10 24.32 -15.61
H 26.99 26.29 -15.66
H 26.49 26.56 -18.09
H 25.78 24.74 -19.44
H 25.07 22.61 -18.38
H 25.31 22.38 -15.92
H 26.23 24.13 -14.56